# 1
The following is a DFT calculation (ωB97M-V/def2-TZVPD) of a structure of composition C24H36B3F12K2O18 at a distorted geometry.

The charge is -1. As for the frontier orbital gap: 9.32 eV. The LUMO energy is 1.085 eV. As for the HOMO energy: -8.2 eV. As for the total energy: -4764.19891 Ha.

```
95
Properties=species:S:1:pos:R:3:forces:R:3
K -3.3689 1.0763 4.0142 0.24 -0.29 -0.25
K -0.8692 0.2551 0.0598 0.10 0.26 -0.26
B -1.3571 2.9827 2.5170 1.85 0.75 -0.50
F -0.9742 4.2803 2.0740 -0.80 -0.83 -0.35
F -1.9305 3.0901 3.7542 -1.45 0.53 1.60
F -2.1388 2.1918 1.6876 -1.72 0.53 -1.17
F -0.2566 2.1913 2.6628 2.26 -0.67 0.25
B 1.7879 -0.1842 -1.9669 0.40 0.35 -0.49
F 1.5165 -0.8931 -0.7910 -0.39 -1.85 0.78
F 3.0079 0.3824 -1.8020 1.11 0.76 0.02
F 1.8314 -0.9499 -3.1674 -0.80 -0.13 0.71
F 0.7571 0.7607 -1.9527 -0.68 0.59 -0.86
B -2.3458 -1.2508 2.2289 0.79 -1.52 -0.86
F -3.1939 -0.2842 1.7914 -1.75 1.44 -1.37
F -1.1330 -0.6651 2.4402 2.15 0.75 -0.07
F -2.7766 -1.6667 3.4217 -1.41 -1.22 2.72
F -2.2439 -2.3082 1.3035 -0.09 0.27 -0.25
C -2.2960 -2.9184 -2.6997 0.84 -1.84 0.67
C -1.6162 -1.7739 -3.4188 -1.97 -0.58 -1.09
C -1.9678 -1.6150 -4.8995 1.55 0.57 -1.36
O -2.8393 -0.4456 -5.0526 0.57 -0.16 1.15
C -2.7914 0.2088 -3.8447 -1.79 0.57 1.04
O -3.3101 1.2615 -3.4965 1.45 -2.36 -1.66
O -2.2404 -0.6328 -2.9399 -0.03 2.62 1.78
H -3.3243 -3.2117 -2.9109 -0.29 1.11 -0.58
H -2.2403 -2.8515 -1.6131 0.15 0.50 0.11
H -1.8145 -3.8784 -2.8857 0.61 -0.03 -0.25
H -0.5354 -1.6446 -3.3616 0.00 -0.57 0.74
H -2.2688 -2.4814 -5.4885 -0.73 0.18 0.38
H -0.9980 -1.3247 -5.3037 -0.15 0.17 -0.69
C -4.6724 -4.9076 -0.5392 -2.18 0.41 -1.63
C -5.9169 -3.9499 -0.6159 2.32 2.72 -0.11
C -5.5623 -2.5761 0.0563 1.09 -2.51 2.40
O -5.9222 -1.5300 -0.7388 -2.56 0.90 -2.16
C -6.4040 -2.0323 -1.9448 1.80 2.04 -1.91
O -6.7124 -1.3433 -2.9360 0.56 -2.85 3.90
O -6.1142 -3.3626 -1.9320 -1.40 -1.17 -1.50
H -3.8975 -4.5830 -1.2337 0.19 0.46 0.61
H -5.0536 -5.7980 -1.0392 0.31 -0.68 0.61
H -4.3625 -5.0387 0.4975 0.09 -0.11 -0.26
H -6.8210 -4.4246 -0.2347 -0.08 0.14 -0.27
H -4.4850 -2.4876 0.1965 0.08 -0.28 0.24
H -6.0412 -2.6329 1.0338 -0.08 0.92 0.16
C 4.7749 5.2452 1.0932 -1.96 -1.05 -0.58
C 4.4777 3.7482 1.5212 -0.29 2.50 -1.42
C 3.8339 2.9421 0.3835 -1.82 1.71 0.04
O 4.8576 2.2001 -0.0959 1.57 -2.68 -0.28
C 5.8204 2.0467 0.8381 1.78 0.07 -2.40
O 6.7814 1.3273 0.6264 -1.68 1.17 1.55
O 5.6499 3.0147 1.7549 1.10 -1.07 1.47
H 5.1992 5.4310 0.1066 1.57 -0.44 0.44
H 4.9792 5.9422 1.9059 0.52 -0.21 -0.26
H 3.8017 5.5182 0.6852 -0.85 0.33 0.78
H 3.8176 3.8411 2.3837 0.38 -0.56 0.25
H 3.5087 3.4892 -0.5014 -0.43 0.58 0.42
H 2.9811 2.3693 0.7479 0.07 -0.42 -0.01
C 4.0433 -4.8423 -0.0675 -0.25 -0.30 -0.83
C 2.8704 -3.8111 0.0895 1.65 -2.55 0.93
C 1.5628 -4.1742 -0.6552 0.82 2.59 -0.52
O 0.6106 -4.1228 0.4013 -2.36 -1.30 -1.74
C 1.1328 -4.0975 1.5947 1.51 0.67 0.58
O 0.6005 -4.0564 2.6539 -0.94 -0.32 0.31
O 2.4546 -4.0306 1.4673 1.48 0.70 0.07
H 4.5587 -4.7694 -1.0252 -0.26 0.25 -0.29
H 3.6871 -5.8705 -0.0050 -0.45 0.00 -0.07
H 4.8668 -4.8447 0.6466 -0.38 0.86 0.46
H 3.3051 -2.8189 -0.0314 -0.72 0.13 -0.11
H 1.6282 -5.0068 -1.3556 -0.34 -0.94 1.03
H 1.2507 -3.3654 -1.3159 0.26 0.27 0.03
C 3.3297 -0.7173 1.9145 0.91 0.48 -0.54
C 2.4800 -0.1527 3.0141 -0.28 -1.41 2.28
C 2.1500 -1.2238 4.1165 0.65 -0.54 -1.46
O 2.2151 -0.5386 5.3698 -0.58 0.62 -0.42
C 2.8960 0.6314 5.1867 0.61 -0.34 0.74
O 3.2457 1.3455 6.1053 -0.68 -0.94 -1.90
O 3.2130 0.7649 3.8721 0.07 1.11 0.03
H 3.7674 0.0345 1.2577 -0.34 0.42 -0.03
H 2.8035 -1.3772 1.2248 -0.28 0.07 0.47
H 4.2192 -1.2097 2.3075 -0.20 -0.33 0.28
H 1.5372 0.2936 2.6979 0.21 0.40 -0.17
H 2.9134 -2.0014 4.1429 0.37 0.11 -0.08
H 1.2557 -1.7862 3.8480 -0.58 0.54 0.81
C -1.8518 6.9543 -1.4554 -1.57 -0.01 0.34
C -1.1054 5.6956 -1.0488 -0.66 3.97 1.89
C -1.7441 4.5039 -1.5322 -0.44 -2.36 -0.60
O -0.5990 3.7171 -2.0185 -1.25 0.21 0.94
C 0.4764 4.5299 -2.0125 -0.10 -0.20 -1.49
O 1.5153 4.2362 -2.5032 0.61 0.03 0.41
O 0.1362 5.7509 -1.5647 3.56 -0.51 -1.88
H -2.7172 6.9166 -0.7938 -0.14 0.78 0.34
H -2.3490 6.9259 -2.4250 0.46 -0.56 -0.42
H -1.3558 7.9248 -1.4505 0.33 -0.33 0.68
H -0.8779 5.6920 0.0172 -1.05 -0.09 0.44
H -2.4381 4.7058 -2.3482 0.15 -0.32 -0.17
H -2.2753 4.0453 -0.6981 0.12 -0.67 -0.31
```
Positions in Å, forces in eV/Å.



# 2
The following is a DFT calculation (ωB97M-V/def2-TZVPD) of a structure of composition C24H36BrGeKN3OSe4Si3 at a distorted geometry.

Its spin multiplicity is 2. The charge is -2. As for the frontier orbital gap (spin up / spin down): 5.41 / 4.34 eV. The LUMO energy (spin up / spin down) is 3.768 / 2.697 eV. As for the HOMO energy (spin up / spin down): -1.6 / -1.6 eV. As for the total energy: -16900.87919 Ha.

```
74
Properties=species:S:1:pos:R:3:forces:R:3
K 0.8695 -0.3710 0.3369 1.29 2.08 0.05
Br 1.5348 0.1522 8.2810 0.02 -0.04 -0.07
C 0.6949 -1.2879 7.3645 -0.02 -0.08 -0.01
C -0.1878 -1.0281 6.3305 -0.15 -0.14 -0.29
C -0.8396 -2.0900 5.7059 -0.09 0.20 0.03
C -0.6450 -3.4086 6.1258 0.07 -0.28 -0.31
C 0.2827 -3.6373 7.1369 0.19 0.00 0.19
C 0.9590 -2.5883 7.7549 -0.07 -0.24 -0.11
N -1.4875 -4.5077 5.7264 -0.16 0.70 -0.81
N -1.9735 -4.6079 4.5510 0.89 -0.06 0.15
C -1.4687 -4.0142 3.3786 -0.25 0.10 0.25
C -2.4820 -3.7249 2.4400 0.12 0.07 0.19
C -2.2884 -2.9778 1.3017 0.29 -0.05 0.21
C -0.9877 -2.4971 0.9398 -0.37 -0.41 0.21
O -0.7892 -1.7959 -0.0691 -1.23 -1.31 -0.19
C 0.1333 -2.9224 1.8374 0.04 -0.01 -0.08
N 1.3849 -2.5656 1.4421 -0.11 -0.76 0.50
C 2.4267 -2.9426 2.1554 -0.11 0.07 -0.25
C 2.3010 -3.7752 3.2741 0.01 -0.05 0.03
C 1.0495 -4.1541 3.6804 -0.21 0.23 -0.08
C -0.1062 -3.6788 3.0108 -0.11 -0.10 0.23
H -0.3476 -0.0109 5.9872 -0.01 -0.13 0.04
H -1.5290 -1.8893 4.8950 0.03 0.06 0.02
H 0.4656 -4.6615 7.4431 -0.03 0.04 0.07
H 1.6865 -2.7827 8.5320 -0.05 -0.02 0.02
H -3.4832 -4.0540 2.7095 0.09 -0.01 -0.04
H -3.1130 -2.7072 0.6508 0.08 -0.08 0.03
H 3.4038 -2.5994 1.8112 -0.17 -0.03 0.08
H 3.1848 -4.1190 3.8013 -0.08 0.03 -0.06
H 0.9478 -4.8314 4.5089 -0.12 -0.08 0.27
Se 5.5097 -0.2249 -0.1959 -0.03 0.00 0.02
Se 3.7606 1.1194 0.2076 0.19 0.15 0.09
Se 3.4554 0.9734 2.5260 0.26 -0.17 -0.06
Se 1.3757 1.8163 2.9000 -0.23 0.08 -0.02
C -2.8180 1.8363 -4.5129 -0.22 0.46 -0.41
Si -1.9697 0.6829 -3.2898 0.08 -0.05 0.14
C -3.2528 0.3610 -1.9529 -0.26 -0.10 0.48
C -1.8163 -0.9520 -4.2103 0.19 -0.51 -0.22
Ge 0.0918 1.2716 -2.2911 0.09 0.21 -0.20
Si 1.4830 1.5667 -4.1831 -0.11 -0.11 0.17
C 3.1115 2.3776 -3.7127 0.43 0.33 0.13
C 0.8761 2.5247 -5.6838 -0.25 0.36 -0.50
C 1.9576 -0.1180 -4.8757 0.12 -0.52 -0.17
Si -0.2876 3.5225 -1.6436 0.01 -0.26 -0.02
C 1.2245 4.2246 -0.7837 0.52 0.20 0.24
C -0.7632 4.7984 -2.9407 -0.14 0.44 -0.48
C -1.6607 3.5943 -0.3608 -0.38 0.03 0.35
H -3.7601 1.3869 -4.8848 0.31 0.18 0.11
H -2.1629 2.0447 -5.3779 -0.29 -0.04 0.29
H -3.0588 2.8041 -4.0366 0.04 -0.35 -0.21
H -4.1490 -0.1391 -2.3646 0.24 0.17 0.13
H -3.5694 1.2998 -1.4651 0.08 -0.33 -0.14
H -2.8085 -0.2902 -1.1777 -0.21 0.21 -0.27
H -2.8109 -1.3390 -4.4994 0.31 0.10 0.06
H -1.3245 -1.6994 -3.5605 -0.20 0.25 -0.27
H -1.2044 -0.8441 -5.1244 -0.24 -0.07 0.30
H 2.9633 3.4342 -3.4266 0.09 -0.34 -0.11
H 3.8364 2.3407 -4.5469 -0.22 0.04 0.25
H 3.5594 1.8611 -2.8514 -0.04 0.13 -0.17
H 0.6095 3.5613 -5.4132 0.07 -0.36 -0.16
H -0.0252 2.0469 -6.1069 0.32 0.19 0.09
H 1.6559 2.5556 -6.4702 -0.28 0.01 0.24
H 2.3832 -0.7471 -4.0757 -0.12 0.16 -0.28
H 2.7061 -0.0274 -5.6850 -0.23 -0.05 0.23
H 1.0719 -0.6425 -5.2750 0.33 0.14 0.12
H 2.1287 4.1297 -1.4117 -0.30 0.06 0.26
H 1.4112 3.6773 0.1570 -0.02 0.19 -0.28
H 1.0826 5.2945 -0.5357 0.07 -0.36 -0.07
H 0.0354 4.9000 -3.6977 -0.31 0.03 0.26
H -0.9324 5.7909 -2.4766 0.06 -0.34 -0.19
H -1.6850 4.4954 -3.4663 0.32 0.16 0.13
H -1.4592 2.8650 0.4400 -0.09 0.21 -0.18
H -2.6387 3.3463 -0.8059 0.26 0.09 0.16
H -1.7286 4.5979 0.0983 -0.01 -0.30 -0.14
```
Positions in Å, forces in eV/Å.



# 3
The following is a DFT calculation (ωB97M-V/def2-TZVPD) of a structure of composition C24H36BrN3O3S3SiSr at a distorted geometry.

The energy above the lowest of the compared OMol25 structures with the same formula, charge and spin is 14.7 kcal/mol. As for the frontier orbital gap: 7.11 eV. The LUMO energy is -0.379 eV. As for the HOMO energy: -7.5 eV. As for the total energy: -5415.05715 Ha.

```
72
Properties=species:S:1:pos:R:3:forces:R:3
Sr -4.5771 -0.6519 -1.2129 3.54 -0.41 -0.08
N -3.5567 1.4277 2.4870 0.06 -0.05 0.16
C -3.7357 0.8154 3.7463 0.00 0.04 -0.06
C -3.9598 1.5932 4.8672 -0.03 0.07 0.01
C -4.0899 1.0000 6.1170 -0.02 0.00 0.03
C -3.9757 -0.3726 6.2470 0.00 -0.01 -0.02
C -3.7472 -1.1533 5.1186 -0.02 -0.03 0.05
C -3.6432 -0.5658 3.8708 0.03 -0.02 -0.06
S -3.3892 -1.5854 2.4455 -0.15 0.01 -0.03
N -2.9327 -0.4796 1.2434 0.07 -0.06 -0.35
C -3.0700 0.7814 1.3916 0.07 0.12 -0.02
C -2.5353 1.6733 0.3071 -0.12 -0.12 0.04
C -1.7177 2.7422 0.6370 0.04 0.08 0.05
C -1.1997 3.5237 -0.3834 0.05 0.06 0.05
C -1.5334 3.2257 -1.6918 0.04 0.03 -0.03
C -2.3522 2.1353 -1.9261 -0.05 -0.13 0.11
N -2.8348 1.3618 -0.9528 0.06 0.12 -0.18
H -3.8273 2.3904 2.3845 0.00 0.01 0.00
H -4.0470 2.6694 4.7602 0.03 -0.04 0.01
H -4.2763 1.6191 6.9850 0.00 -0.02 -0.02
H -4.0626 -0.8417 7.2183 -0.02 0.01 -0.03
H -3.6669 -2.2315 5.2079 0.02 0.06 0.00
H -1.4745 2.9383 1.6727 -0.01 0.01 -0.01
H -0.5422 4.3546 -0.1571 -0.04 -0.03 0.00
H -1.1667 3.8194 -2.5177 0.00 -0.02 0.01
H -2.6328 1.8687 -2.9389 0.00 0.00 0.01
C 2.5142 -1.9981 -3.7672 0.02 -0.05 -0.03
C 2.6919 -2.2792 -2.2675 0.05 -0.08 -0.01
C 1.7949 -3.4862 -1.9429 0.03 -0.05 -0.07
C 4.1596 -2.6769 -2.0195 -0.02 -0.02 -0.03
Si 2.2325 -0.7420 -1.2308 -0.23 0.08 0.01
Br -0.0458 -0.6463 -1.2813 -0.04 -0.04 -0.02
C 2.6463 -0.8942 0.6306 0.05 0.03 0.07
C 2.3857 -2.3219 1.1350 0.01 -0.01 0.06
C 1.7769 0.0314 1.5008 0.02 -0.01 0.07
C 4.1286 -0.5561 0.8795 -0.02 -0.03 0.04
C 2.7728 0.9209 -2.0156 0.08 0.03 -0.03
C 4.2682 0.8807 -2.3859 -0.03 0.04 0.00
C 2.5436 2.0839 -1.0375 0.02 0.05 -0.03
C 1.9682 1.2625 -3.2810 0.02 0.06 -0.03
H 2.7074 -2.9238 -4.3221 -0.02 0.06 0.02
H 3.2124 -1.2471 -4.1384 -0.03 -0.03 0.00
H 1.4964 -1.6761 -4.0035 0.05 -0.02 0.01
H 2.0888 -4.3204 -2.5918 -0.01 0.05 0.05
H 0.7432 -3.2702 -2.1360 0.04 -0.01 0.00
H 1.8860 -3.8248 -0.9137 0.00 0.00 -0.01
H 4.4187 -3.5158 -2.6757 -0.01 0.04 0.03
H 4.3321 -3.0036 -0.9928 -0.01 0.00 -0.04
H 4.8571 -1.8642 -2.2355 -0.02 -0.04 0.00
H 1.3524 -2.6330 0.9606 0.04 0.02 0.01
H 2.5608 -2.3471 2.2171 -0.02 -0.01 -0.06
H 3.0528 -3.0557 0.6825 -0.03 0.01 0.02
H 0.7159 -0.2078 1.4081 0.04 0.00 0.01
H 1.9077 1.0865 1.2690 0.00 -0.01 0.00
H 2.0613 -0.1140 2.5504 -0.01 0.02 -0.07
H 4.8055 -1.1787 0.2893 -0.03 0.02 0.03
H 4.3618 -0.7275 1.9367 -0.01 0.00 -0.05
H 4.3580 0.4882 0.6623 -0.01 -0.03 0.02
H 4.9067 0.6441 -1.5318 -0.02 0.02 -0.03
H 4.5727 1.8644 -2.7623 -0.01 -0.05 0.02
H 4.4773 0.1541 -3.1728 -0.01 0.04 0.02
H 3.1814 2.0243 -0.1554 -0.03 0.01 -0.02
H 1.5007 2.1376 -0.7111 0.05 0.00 -0.03
H 2.7838 3.0243 -1.5493 -0.02 -0.05 0.04
H 2.0904 0.5325 -4.0784 -0.01 0.03 0.02
H 2.3195 2.2296 -3.6628 -0.02 -0.07 0.02
H 0.9017 1.3547 -3.0672 0.05 0.01 0.00
O -6.5174 -1.6020 -0.5726 -1.06 -0.31 0.10
S -7.1344 -0.3307 -1.0924 -1.28 0.26 0.15
O -6.4744 -0.1141 -2.4262 -0.60 -0.02 -0.17
O -8.5637 -0.3159 -1.1113 0.04 0.04 0.01
S -6.2536 1.0958 0.0840 -0.56 0.34 0.27
```
Positions in Å, forces in eV/Å.